The following is a quantum chemistry calculation of a molecular structure, C4H12N2O in a non-equilibrium geometry, from the Open Molecules 2025 dataset.

Output
Energy relative to the best compared isomer or geometry (same formula, charge and spin), kJ/mol: 532.1
HOMO level, eV: -8.5665
LUMO energy, eV: 0.864
E_tot, Ha: -344.18235

ORCA input file:
```
! wB97M-V def2-TZVPD RIJCOSX def2/J DEFGRID3
* xyz 0 1
C 2.417 -0.229 -0.124
C 0.610 1.384 -0.104
N 1.980 1.214 0.133
H 3.432 -0.302 0.263
H 2.428 -0.556 -1.138
H 1.814 -0.909 0.501
H -0.079 1.145 0.745
H 0.292 2.398 -0.480
H 2.510 1.736 -0.593
C -1.557 0.026 -0.661
O -0.559 0.682 -1.240
C -1.030 -0.965 0.518
N -1.809 -1.942 1.264
H -2.368 0.624 -0.111
H -2.159 -0.734 -1.264
H -0.563 -1.277 -0.372
H -0.405 -0.568 1.264
H -1.524 -1.735 2.256
H -2.751 -1.485 1.293
*
```



The following is a quantum chemistry calculation of a molecular structure, C4H12N2O in a non-equilibrium geometry, from the Open Molecules 2025 dataset.

Output
Energy relative to the best compared isomer or geometry (same formula, charge and spin), kJ/mol: 356.5
HOMO level, eV: -8.1823
LUMO energy, eV: 0.934
E_tot, Ha: -344.24925

ORCA input file:
```
! wB97M-V def2-TZVPD RIJCOSX def2/J DEFGRID3
* xyz 0 1
C -0.629 0.338 -0.035
C 1.304 -1.245 0.240
C -0.190 -1.115 0.225
C -1.763 0.386 -1.062
N 0.573 0.941 -0.605
N -1.100 0.942 1.197
O 2.454 0.080 0.673
H 3.338 -0.262 0.847
H -0.344 0.983 1.873
H -1.433 1.886 1.036
H 1.030 1.709 -0.081
H 0.787 1.055 -1.587
H 1.648 -1.719 1.156
H 1.609 -1.909 -0.578
H -0.566 -1.471 1.184
H -0.589 -1.798 -0.533
H -1.447 -0.062 -2.000
H -2.630 -0.158 -0.684
H -2.052 1.419 -1.265
*
```



The following is a quantum chemistry calculation of C4H12N2O in the gas phase in a non-equilibrium geometry, from the Open Molecules 2025 dataset.

Output
Energy relative to the best compared isomer or geometry (same formula, charge and spin), kJ/mol: 296.3
HOMO level, eV: -8.9777
LUMO energy, eV: 1.057
SMILES string: CCO[C@H](N)NC
E_tot, Ha: -344.27218

ORCA input file:
```
! wB97M-V def2-TZVPD RIJCOSX def2/J DEFGRID3
* xyz 0 1
C 1.623 -0.313 -1.025
O 0.765 0.388 -0.160
C 2.338 -1.466 -0.307
H 2.343 0.346 -1.515
H 1.004 -0.778 -1.808
H 2.930 -2.001 -1.049
H 1.580 -2.132 0.097
H 2.932 -1.096 0.527
C -2.294 1.713 -0.375
N -2.008 0.358 0.108
C -0.691 0.293 0.596
N -0.477 -0.741 1.520
H -3.360 1.911 -0.399
H -1.858 1.867 -1.360
H -1.834 2.457 0.285
H -2.599 0.171 0.906
H -0.419 1.260 1.004
H -0.414 -1.628 1.028
H 0.437 -0.609 1.929
*
```